1.
The following is a DFT calculation (ωB97M-V/def2-TZVPD) of a structure of composition C28H25LiN5Te.

Net charge: +1
ΔE to the lowest compared entry with this formula, charge and spin in kcal/mol: 0.0
LUMO in Eh: -0.079
Kohn-Sham gap in eV: 8.51
E_HOMO in eV: -10.64

Last column: Mulliken charge in e.
Positions of all 60 atoms, in Å:
Li  1.1249  0.4311  1.5419  1.12
C  0.6405  -0.0335  4.5536  -0.98
N  1.5849  -0.5295  3.5506  -0.21
C  1.4257  -1.9335  3.1486  -0.42
C  2.0947  -2.1109  1.8144  -0.01
N  2.1887  -1.1323  0.9497  -0.35
C  2.8308  -1.6795  -0.1656  0.29
C  3.1991  -1.0872  -1.3713  -0.40
C  3.8423  -1.8798  -2.3000  -0.70
C  4.1130  -3.2337  -2.0463  -0.51
C  3.7569  -3.8321  -0.8543  -1.06
C  3.1149  -3.0223  0.0757  0.53
N  2.6340  -3.2652  1.3585  -0.05
C  -0.2144  1.0547  3.9551  0.31
N  -0.1135  1.4605  2.7163  -0.28
C  -1.0782  2.4653  2.5697  0.30
C  -1.4040  3.2479  1.4636  -0.53
C  -2.4236  4.1686  1.6076  -0.86
C  -3.1063  4.3207  2.8253  -0.41
C  -2.7851  3.5600  3.9335  -1.04
C  -1.7597  2.6356  3.7729  0.54
N  -1.1778  1.7169  4.6429  -0.04
H  1.1653  0.3590  5.4241  0.44
H  -0.0029  -0.8354  4.9211  0.37
H  2.5389  -0.3572  3.8337  0.20
H  0.3574  -2.1352  3.0304  0.35
H  1.8094  -2.6536  3.8765  0.35
H  2.9853  -0.0429  -1.5619  0.48
H  4.1455  -1.4522  -3.2472  0.46
H  4.6170  -3.8217  -2.8020  0.42
H  3.9717  -4.8753  -0.6588  0.42
H  2.6842  -4.1344  1.8608  0.21
H  -0.8647  3.1572  0.5269  0.67
H  -2.7002  4.7896  0.7642  0.44
H  -3.8991  5.0549  2.8978  0.40
H  -3.3074  3.6843  4.8755  0.39
H  -1.4255  1.5705  5.6064  0.21
Te  -0.6712  0.2795  -0.6405  0.21
C  -0.3881  -1.2792  -2.0304  0.45
C  0.4441  -1.1195  -3.1329  -0.37
C  0.6035  -2.1645  -4.0323  -0.63
C  -0.0524  -3.3716  -3.8245  -0.48
C  -0.8775  -3.5340  -2.7192  -0.60
C  -1.0496  -2.4875  -1.8197  -0.50
C  -1.7110  1.5620  -1.9448  0.15
C  -3.1018  1.5002  -1.9830  -0.41
C  -3.7976  2.3107  -2.8715  -0.62
C  -3.1080  3.1774  -3.7113  -0.45
C  -1.7215  3.2394  -3.6633  -0.62
C  -1.0176  2.4342  -2.7766  -0.27
H  0.9626  -0.1831  -3.2983  0.37
H  1.2440  -2.0360  -4.8959  0.42
H  0.0765  -4.1844  -4.5277  0.42
H  -1.3980  -4.4713  -2.5605  0.41
H  -1.7084  -2.6065  -0.9691  0.40
H  -3.6377  0.8259  -1.3278  0.42
H  -4.8789  2.2635  -2.9063  0.41
H  -3.6527  3.8059  -4.4048  0.41
H  -1.1843  3.9180  -4.3142  0.40
H  0.0629  2.4913  -2.7356  0.42

Cartesian forces, eV/Å:
0.206 0.181 0.196
-0.012 0.048 -0.215
-0.248 -0.248 0.033
0.037 0.216 -0.073
0.020 0.076 -0.004
0.056 -0.169 -0.229
-0.054 0.126 0.071
0.063 0.020 0.032
-0.010 0.035 0.038
0.007 0.004 -0.004
0.003 -0.047 0.027
-0.044 -0.048 0.092
-0.014 -0.052 -0.018
-0.030 0.023 -0.006
-0.095 0.172 -0.053
0.103 -0.074 -0.066
0.039 0.033 -0.052
0.003 -0.019 0.000
0.007 -0.008 -0.016
-0.024 0.021 0.049
0.048 -0.127 0.118
-0.043 0.010 0.011
0.055 0.044 0.048
-0.033 -0.045 0.017
0.039 0.027 -0.004
0.003 0.005 0.011
0.060 -0.023 0.047
0.010 -0.031 -0.001
-0.011 -0.016 0.020
-0.009 0.014 0.012
-0.011 0.046 -0.007
-0.007 -0.020 0.015
-0.041 -0.015 0.046
0.009 -0.029 0.051
0.043 -0.038 0.000
0.047 -0.017 -0.083
0.004 -0.005 -0.002
-0.145 -0.110 -0.179
0.017 -0.101 0.101
-0.100 -0.056 -0.039
-0.046 -0.010 0.024
-0.013 0.037 0.046
0.033 0.029 0.014
0.105 0.027 -0.140
-0.050 -0.018 0.103
0.056 0.123 -0.107
0.054 0.010 0.013
0.005 -0.045 0.030
-0.020 0.014 0.011
-0.090 0.041 -0.015
-0.020 -0.009 0.009
-0.007 -0.009 0.011
-0.006 0.012 0.009
0.030 0.044 -0.010
-0.005 0.001 0.001
0.011 -0.002 -0.013
0.029 0.006 -0.008
0.015 -0.018 0.024
-0.020 -0.018 0.011
-0.008 -0.017 0.003

2.
The following is a DFT calculation (ωB97M-V/def2-TZVPD) of an isolated molecule of C5H4O2.

Net charge: 0
ΔE to the lowest compared entry with this formula, charge and spin in kcal/mol: 64.8
LUMO in Eh: 0.014
Kohn-Sham gap in eV: 9.77
SMILES string: O=c1ccocc1
E_HOMO in eV: -9.39

Last column: Mulliken charge in e.
Positions of all 11 atoms, in Å:
O  2.4443  -0.3071  0.6258  -0.57
C  1.2563  -0.1121  0.4613  0.61
C  0.0084  0.2710  1.2283  -0.51
C  -1.2363  0.3578  0.8067  0.00
O  -1.5599  -0.0605  -0.3894  -0.35
C  -0.4813  -0.1751  -1.3323  -0.21
C  0.8755  -0.1229  -0.9967  -0.42
H  0.2425  -0.1489  2.3680  0.17
H  -2.0920  0.7484  1.3473  0.39
H  -0.8507  -0.2751  -2.3168  0.40
H  1.3933  -0.1755  -1.8023  0.49

Cartesian forces, eV/Å:
-0.472 0.016 2.533
-1.300 0.756 -4.484
4.815 -2.895 5.475
-0.304 -0.452 0.105
0.922 0.660 -3.646
1.618 0.314 2.907
-8.262 0.193 4.402
-1.032 2.532 -2.301
0.135 -0.523 0.358
-0.467 -0.179 -0.723
4.347 -0.422 -4.626

3.
The following is a DFT calculation (ωB97M-V/def2-TZVPD) of a structure of composition C18H18BrNdO.

Multiplicity: 4
Net charge: 0
LUMO (spin up / spin down) in Eh: -0.050 / -0.047
Kohn-Sham gap (spin up / spin down) in eV: 5.78 / 5.85
E_HOMO (spin up / spin down) in eV: -7.14 / -7.14

Last column: Mulliken charge in e.
Positions of all 39 atoms, in Å:
C  -3.2841  -2.5890  1.8154  -0.38
C  -1.8897  -2.9174  1.9839  -0.63
C  -1.1312  -1.7375  2.2718  -0.50
H  -1.4841  -3.9392  1.9874  0.58
C  -2.0644  -0.6541  2.2754  -0.26
C  -3.3960  -1.1717  1.9846  -0.82
H  -4.3436  -0.6065  1.9051  0.40
H  -4.0775  -3.3225  1.5502  0.46
H  -0.0623  -1.6884  2.5926  0.34
H  -1.7721  0.3765  2.5411  0.42
C  0.2948  -2.9110  -1.2429  -0.52
C  -0.5927  -3.8970  -0.6770  -0.44
C  -1.7656  -4.0492  -1.5237  -0.40
H  -0.3965  -4.4891  0.2121  0.52
C  -1.6411  -3.1122  -2.6089  -0.74
C  -0.3598  -2.4244  -2.4417  -0.40
H  0.0545  -1.6565  -3.1000  0.41
H  1.3106  -2.6571  -0.8716  0.40
H  -2.6280  -4.6938  -1.2921  0.44
H  -2.4272  -2.8930  -3.3453  0.44
Nd  -2.1623  -1.9259  -0.3475  1.41
O  1.0927  1.6725  0.5942  -0.26
C  2.1842  1.2070  1.4475  -0.33
C  1.6160  2.7570  1.2401  -0.05
H  1.9965  0.5287  2.3250  0.24
H  3.1612  0.9399  0.9384  0.15
H  0.9283  3.2233  1.8816  0.42
H  0.7407  5.2254  0.6754  0.26
C  1.5555  4.8294  0.0408  -0.54
C  2.2556  3.6227  0.2438  0.61
C  2.7770  2.9236  -0.8784  -0.31
H  2.8155  1.8250  -0.8800  0.24
C  2.9814  3.6717  -2.0703  -0.58
H  3.4785  3.2215  -2.9761  0.29
C  2.6046  5.0465  -2.1422  -0.28
H  2.8690  5.6861  -3.0082  0.34
C  1.8923  5.6224  -1.0614  -0.48
H  1.6109  6.7076  -1.0640  0.31
Br  -2.7417  -5.7515  1.0251  -0.74

Cartesian forces, eV/Å:
0.634 0.264 0.566
0.234 -0.344 0.768
-1.137 0.103 -0.050
-0.496 0.689 -0.006
-0.281 -0.146 -0.343
0.768 -0.001 -0.133
0.815 -0.258 0.164
0.763 0.581 0.410
-1.137 -0.069 -0.598
-0.475 -0.584 -0.372
-1.554 -0.334 -0.820
0.095 -0.269 -1.025
1.331 0.325 -0.558
-0.177 0.043 -0.349
1.271 0.095 0.939
-0.585 -0.396 0.773
-0.256 -0.282 0.189
-1.055 -0.080 -0.339
0.643 0.209 -0.066
0.634 -0.209 0.138
0.518 1.434 0.792
-0.519 -3.338 0.134
-0.411 2.577 -0.183
2.570 -2.969 0.389
-0.466 1.134 -0.912
-1.389 0.628 0.354
-0.470 0.432 1.441
0.979 -0.471 0.262
1.277 0.886 -0.182
-2.366 -0.421 -1.461
0.303 1.991 -1.246
0.582 0.831 0.053
0.341 0.098 -0.113
-0.757 0.336 1.137
0.191 -0.072 0.981
-0.218 -0.701 0.574
0.304 0.260 -0.937
-0.016 -1.268 -0.305
-0.488 -0.705 -0.067

4.
The following is a DFT calculation (ωB97M-V/def2-TZVPD) of a structure of composition C3H3CoO4.

Multiplicity: 6
Net charge: +1
ΔE to the lowest compared entry with this formula, charge and spin in kcal/mol: 62.6
LUMO (spin up / spin down) in Eh: -0.257 / -0.275
Kohn-Sham gap (spin up / spin down) in eV: 3.25 / 6.22
E_HOMO (spin up / spin down) in eV: -10.25 / -13.71

Last column: Mulliken charge in e.
Positions of all 11 atoms, in Å:
C  0.0108  0.2133  -1.2353  -0.26
C  -0.3496  1.3902  -0.4882  0.13
O  0.1132  1.7188  0.6404  -0.54
H  -0.1252  0.3766  -2.5336  0.34
H  -1.1177  2.0471  -0.9389  0.36
H  0.7845  -0.3510  -0.6581  0.09
C  0.1052  -1.9804  1.7343  0.71
O  -0.0306  -3.1156  1.6005  -0.22
O  0.2444  -0.8326  1.8727  -0.34
Co  1.3487  1.0315  1.8264  1.09
O  -0.9837  -0.4979  -1.8202  -0.35

Cartesian forces, eV/Å:
-0.737 -0.790 -1.831
-2.609 0.869 -3.442
2.539 0.425 3.823
2.013 0.540 1.194
0.408 -0.245 0.479
0.260 -0.024 -1.009
-0.287 -2.582 -0.279
0.093 1.282 0.136
0.493 1.375 0.365
-1.344 0.080 -0.773
-0.829 -0.931 1.335

The following max |F| values (in eV/A) correspond, in order, to the records above: 0.352 9.363 3.946 4.609.
The following E_tot values (in hartree) correspond, in order, to the records above: -1631.2433 -343.2891 -3907.1992 -1799.3010.